{"formula": "C54H72N8O7P", "method": "wB97M-V/def2-TZVPD", "symbols": ["C", "C", "C", "O", "N", "C", "C", "C", "C", "C", "C", "C", "C", "C", "O", "C", "C", "O", "C", "C", "O", "C", "C", "O", "C", "P", "O", "O", "H", "H", "H", "H", "H", "H", "H", "H", "H", "H", "H", "H", "H", "H", "H", "H", "H", "H", "H", "H", "H", "H", "H", "H", "H", "H", "H", "H", "H", "H", "H", "H", "H", "H", "H", "H", "H", "N", "C", "C", "C", "C", "C", "H", "H", "H", "H", "H", "N", "C", "C", "C", "C", "C", "H", "H", "H", "H", "H", "N", "C", "C", "C", "C", "C", "H", "H", "H", "H", "H", "N", "C", "C", "C", "C", "C", "H", "H", "H", "H", "H", "N", "C", "C", "C", "C", "C", "H", "H", "H", "H", "H", "N", "C", "C", "C", "C", "C", "H", "H", "H", "H", "H", "N", "C", "C", "C", "C", "C", "H", "H", "H", "H", "H"], "coordinates": [[0.276, -3.702, -0.519], [1.509, -2.834, -0.794], [1.046, -1.440, -1.201], [2.022, -0.454, -0.792], [1.863, 0.734, -1.541], [2.999, 1.675, -1.182], [2.359, 2.981, -0.703], [0.935, 2.580, -0.252], [-0.053, 3.763, -0.270], [-1.554, 3.406, -0.122], [-2.475, 3.864, -1.256], [-3.784, 3.050, -1.340], [-5.055, 3.742, -0.843], [-5.072, 4.119, 0.629], [-4.132, 5.144, 0.996], [-4.367, 6.375, 0.495], [-3.166, 7.271, 0.607], [-5.417, 6.697, 0.029], [1.079, 1.980, 1.169], [-0.194, 1.826, 1.991], [0.190, 1.313, 3.263], [-0.654, 1.700, 4.296], [-2.030, 1.117, 4.248], [-0.247, 2.441, 5.116], [0.617, 1.535, -1.364], [0.100, 2.173, -3.054], [1.310, 3.202, -3.465], [0.663, 0.844, -3.825], [0.568, -4.685, -0.141], [-0.345, -3.227, 0.246], [-0.304, -3.877, -1.430], [2.170, -2.794, 0.077], [2.094, -3.284, -1.601], [0.892, -1.382, -2.287], [0.078, -1.220, -0.733], [1.986, 0.448, -2.521], [3.739, 1.730, -1.979], [3.475, 1.185, -0.331], [2.991, 3.310, 0.127], [2.376, 3.777, -1.442], [0.107, 4.384, -1.163], [0.241, 4.399, 0.574], [-1.670, 2.330, 0.029], [-1.930, 3.872, 0.794], [-2.713, 4.920, -1.092], [-1.965, 3.786, -2.220], [-3.945, 2.789, -2.389], [-3.675, 2.096, -0.806], [-5.893, 3.044, -0.968], [-5.293, 4.607, -1.471], [-6.076, 4.437, 0.921], [-4.815, 3.253, 1.245], [-3.399, 8.110, 1.266], [-2.920, 7.645, -0.389], [-2.306, 6.739, 1.014], [1.570, 1.004, 1.138], [1.735, 2.645, 1.740], [-0.652, 2.810, 2.134], [-0.933, 1.161, 1.523], [-2.483, 1.180, 5.237], [-1.991, 0.087, 3.912], [-2.632, 1.681, 3.527], [-0.255, 0.936, -1.083], [0.984, 4.114, -3.449], [0.370, 0.867, -4.752], [6.425, 3.043, -1.360], [7.402, 2.314, -0.824], [8.255, 1.510, -1.566], [8.088, 1.458, -2.941], [7.076, 2.213, -3.515], [6.281, 2.985, -2.683], [7.508, 2.378, 0.254], [9.032, 0.942, -1.074], [8.733, 0.842, -3.553], [6.906, 2.206, -4.583], [5.482, 3.594, -3.097], [5.895, -2.620, -1.650], [5.198, -1.968, -0.722], [5.613, -1.820, 0.593], [6.823, -2.385, 0.968], [7.559, -3.068, 0.014], [7.054, -3.156, -1.277], [4.253, -1.550, -1.050], [5.004, -1.277, 1.303], [7.183, -2.295, 1.984], [8.507, -3.527, 0.260], [7.605, -3.682, -2.048], [-1.847, 2.065, -5.987], [-2.774, 1.474, -5.237], [-3.973, 2.075, -4.888], [-4.223, 3.360, -5.345], [-3.263, 3.987, -6.127], [-2.093, 3.301, -6.417], [-2.552, 0.468, -4.895], [-4.691, 1.544, -4.279], [-5.149, 3.864, -5.099], [-3.415, 4.988, -6.506], [-1.319, 3.761, -7.021], [-0.896, -3.247, 3.262], [-2.105, -3.607, 3.683], [-2.368, -4.049, 4.970], [-1.314, -4.118, 5.870], [-0.044, -3.744, 5.450], [0.108, -3.318, 4.138], [-2.896, -3.529, 2.943], [-3.373, -4.324, 5.258], [-1.477, -4.453, 6.886], [0.799, -3.788, 6.128], [1.084, -3.018, 3.770], [-2.469, -2.545, -3.846], [-1.568, -2.610, -4.825], [-1.279, -3.763, -5.537], [-1.982, -4.917, -5.224], [-2.932, -4.869, -4.216], [-3.131, -3.665, -3.557], [-1.043, -1.684, -5.040], [-0.537, -3.752, -6.323], [-1.795, -5.839, -5.760], [-3.502, -5.744, -3.938], [-3.862, -3.583, -2.759], [-4.308, -1.659, 1.013], [-5.463, -1.469, 1.650], [-6.675, -1.281, 0.998], [-6.690, -1.299, -0.389], [-5.493, -1.497, -1.060], [-4.336, -1.665, -0.317], [-5.416, -1.470, 2.734], [-7.582, -1.135, 1.567], [-7.616, -1.166, -0.934], [-5.450, -1.518, -2.141], [-3.383, -1.820, -0.813], [2.087, -4.820, 7.736], [3.353, -4.490, 7.987], [4.298, -5.385, 8.463], [3.909, -6.695, 8.695], [2.595, -7.053, 8.440], [1.728, -6.082, 7.963], [3.621, -3.456, 7.798], [5.313, -5.060, 8.648], [4.617, -7.424, 9.068], [2.245, -8.062, 8.607], [0.693, -6.328, 7.750]], "mulliken_charge": [-1.40, -0.38, -0.28, -0.05, 0.44, -0.61, -1.20, 2.24, -2.57, -0.46, -0.21, 0.18, -0.81, -0.86, -0.31, 0.81, -0.99, -0.56, -1.09, -0.46, -0.38, 0.74, -0.66, -0.54, -0.90, 0.22, -0.72, -0.54, 0.43, 0.35, 0.29, 0.29, 0.38, 0.18, 0.12, 0.81, 0.28, 0.22, 0.49, 0.28, 0.72, 0.33, 0.07, 0.70, 0.27, 0.41, -0.92, 0.39, 0.49, 0.37, 0.48, 0.35, 0.36, 0.30, 0.21, 0.25, 0.47, 0.47, 0.37, 0.36, 0.26, 0.06, 0.63, 0.34, 0.44, -0.46, -0.25, -0.36, -0.25, -0.38, -0.32, 0.39, 0.40, 0.40, 0.39, 0.44, -0.56, -0.52, -0.44, -0.57, -0.33, -0.39, 1.06, 0.48, 0.42, 0.41, 0.41, -0.42, -0.05, -0.55, -0.35, -0.36, -0.46, 0.41, 0.55, 0.42, 0.42, 0.40, -0.18, -0.21, -0.61, -0.37, -0.29, -0.36, 0.35, 0.40, 0.41, 0.53, 0.39, -0.03, 0.03, -0.78, -0.25, -0.69, 0.08, 0.28, 0.39, 0.41, 0.41, 0.18, -0.09, -0.23, -0.62, -0.42, -0.40, -0.37, 0.38, 0.40, 0.41, 0.42, 0.53, -0.35, -0.15, -0.54, -0.13, -0.64, 0.01, 0.36, 0.35, 0.37, 0.35, 0.30], "energy_ev": -92701.3213, "largest_force_ev_per_a": 1.32, "e_homo_ev": -11.0, "mol_weight_g_mol": 976.19, "total_charge": 1}